[1]
{"formula": "C20H29N3O", "method": "ωB97M-V/def2-TZVPD", "e_tot_ha": -1018.34002, "charge": 0, "max_force_ev_per_a": 18.1, "e_above_lowest_kj_mol": 1911.1, "species": ["O", "N", "N", "N", "C", "C", "C", "C", "C", "C", "C", "C", "C", "C", "C", "C", "C", "C", "C", "C", "C", "C", "C", "C", "H", "H", "H", "H", "H", "H", "H", "H", "H", "H", "H", "H", "H", "H", "H", "H", "H", "H", "H", "H", "H", "H", "H", "H", "H", "H", "H", "H", "H"], "xyz": [[-1.14975, -1.46085, 1.18858], [-0.45674, 0.46756, -0.83187], [-3.32139, -1.03569, -1.03493], [2.14779, 0.17705, -0.05148], [0.45280, -0.36432, -1.82788], [4.49365, 0.50379, 0.45158], [-2.95375, 2.47475, -0.18790], [-5.43813, -0.80592, 0.94836], [-1.53446, 1.11962, -1.67505], [-5.18002, -1.97991, 0.45390], [5.65707, 0.15195, 1.42065], [4.86836, 1.06832, -0.74449], [-3.57331, 0.20080, -0.07518], [-4.03146, 2.86700, 0.58419], [1.02180, -2.34541, 0.01718], [-2.81453, 1.21926, -0.62904], [-0.49272, -2.49959, 0.08444], [1.57865, -1.20641, -0.80988], [0.25006, 1.19259, -0.19471], [-4.05689, -1.83138, -0.44200], [-4.59647, 0.46378, 0.59910], [3.45910, -0.48812, 0.59466], [1.17633, 0.78799, 0.68234], [-4.87270, 1.70628, 0.93049], [5.37423, -0.13898, 2.56487], [6.40132, 1.05892, 1.28428], [-5.83873, -2.65384, 0.82533], [0.90499, 0.30441, -2.27396], [5.45894, 0.22914, -1.34005], [5.54304, 1.89225, -0.87141], [3.86097, -1.25578, 0.01713], [0.81203, 0.11916, 1.40592], [1.70238, 1.51849, 1.38952], [-1.99378, 0.27389, -2.44686], [-0.07189, -1.27529, -2.28751], [-0.35962, 1.74823, 0.59322], [6.13298, -0.61649, 0.77734], [-4.30694, 3.71904, 1.02203], [4.06878, 1.40955, -1.39757], [-3.89477, -2.95088, -0.91073], [-1.09519, 1.80654, -2.18550], [2.38241, -1.37639, -1.58533], [-6.14085, -0.60429, 1.83697], [3.25354, -0.70668, 1.59474], [1.38065, -3.13702, -0.46901], [4.23064, 1.61767, 1.00630], [-2.41464, 3.19990, -0.54474], [1.65133, -2.16868, 0.84853], [-5.78390, 1.97896, 1.99706], [-0.63578, -3.41732, 0.83753], [0.80690, 2.00553, -0.69285], [-0.98571, -2.35270, -1.02305], [-1.07659, -0.61046, 0.57668]]}

[2]
{"formula": "C13H18N4O5Sn", "method": "ωB97M-V/def2-TZVPD", "e_tot_ha": -1315.72385, "charge": -2, "max_force_ev_per_a": 0.6, "e_above_lowest_kj_mol": 85.9, "species": ["Sn", "O", "O", "O", "O", "O", "N", "N", "N", "N", "C", "C", "C", "C", "C", "C", "C", "C", "C", "C", "C", "C", "C", "H", "H", "H", "H", "H", "H", "H", "H", "H", "H", "H", "H", "H", "H", "H", "H", "H", "H"], "xyz": [[-0.14388, -0.42235, -0.03416], [-0.20191, -2.54051, -3.81530], [-1.10491, -1.57154, 1.09690], [5.84312, -0.40022, -4.56234], [4.45779, -1.72073, -5.76188], [-0.59632, -1.67954, -1.78658], [-0.97804, 1.17579, 1.70424], [-0.82541, 1.24001, -1.01049], [1.72441, -0.43268, -1.75898], [1.48179, 0.02490, 1.17218], [2.90123, 0.18964, -1.68445], [3.90049, 0.01553, -2.62178], [-1.58770, 2.29211, -0.40290], [4.76993, -0.99757, -4.79765], [-1.22372, 2.46392, 1.08284], [1.48975, -1.22321, -2.80564], [-0.03239, 1.13760, 2.81598], [0.11292, -1.88346, -2.82656], [2.42911, -1.42285, -3.81016], [1.19154, 0.20608, 2.56433], [2.04825, 3.45612, 0.09398], [3.67060, -0.80883, -3.72017], [1.90993, 3.54924, -1.21810], [2.22265, 2.49757, 0.57013], [-0.53726, 0.81577, 3.73264], [-0.29926, 3.03652, 1.15409], [-2.68111, 2.15322, -0.48658], [2.04110, 0.71885, 3.04227], [0.32429, 2.15816, 2.98944], [2.07357, 2.71613, -1.88471], [1.89925, 4.31782, 0.73491], [2.46674, 0.04194, 0.96884], [-1.36764, 3.25682, -0.88459], [-2.01815, 3.03440, 1.59264], [-0.58775, 1.39896, -1.97415], [4.85605, 0.51487, -2.53810], [2.19020, -2.05720, -4.65082], [1.60662, 4.48429, -1.67911], [1.03219, -0.72938, 3.11899], [3.02636, 0.90048, -0.86188], [-1.80994, 0.62451, 1.88895]]}

[3]
{"formula": "C40H98N7O14P", "method": "ωB97M-V/def2-TZVPD", "e_tot_ha": -3360.39682, "smiles": "O=[PH2][C@H]1CCNC1=O.COCCNCCOC.COCCNCCOC.COCCNCCOC.COCCNCCOC.COCCNCCOC.COCCNCCOC", "charge": 0, "max_force_ev_per_a": 9.5, "e_above_lowest_kj_mol": 327.8, "species": ["P", "O", "O", "O", "O", "O", "O", "O", "O", "O", "O", "O", "O", "O", "O", "N", "N", "N", "N", "N", "N", "N", "C", "C", "C", "C", "C", "C", "C", "C", "C", "C", "C", "C", "C", "C", "C", "C", "C", "C", "C", "C", "C", "C", "C", "C", "C", "C", "C", "C", "C", "C", "C", "C", "C", "C", "C", "C", "C", "C", "C", "C", "H", "H", "H", "H", "H", "H", "H", "H", "H", "H", "H", "H", "H", "H", "H", "H", "H", "H", "H", "H", "H", "H", "H", "H", "H", "H", "H", "H", "H", "H", "H", "H", "H", "H", "H", "H", "H", "H", "H", "H", "H", "H", "H", "H", "H", "H", "H", "H", "H", "H", "H", "H", "H", "H", "H", "H", "H", "H", "H", "H", "H", "H", "H", "H", "H", "H", "H", "H", "H", "H", "H", "H", "H", "H", "H", "H", "H", "H", "H", "H", "H", "H", "H", "H", "H", "H", "H", "H", "H", "H", "H", "H", "H", "H", "H", "H", "H", "H"], "xyz": [[6.44519, -1.86441, 3.04615], [-5.00562, 3.98528, -4.36942], [-0.27352, -2.05184, 5.58867], [4.05674, -6.39212, 1.47462], [-1.44857, -4.32328, -0.22402], [-0.56215, 3.52021, -4.41054], [7.18626, -0.69318, 3.80850], [4.15635, 0.34522, 4.59507], [0.90361, 6.83932, -2.67677], [-0.33971, 3.25974, -0.26182], [0.53962, 3.17728, 4.11795], [-4.13324, -1.35700, 7.72928], [4.66471, 5.97636, -4.92884], [-4.53632, -5.46905, -3.24321], [0.60363, -8.73469, -0.12252], [1.18704, 5.10986, 1.88052], [3.19834, 8.51641, -4.18181], [-3.68973, -2.84512, -1.99485], [-3.24631, -1.07205, 4.84965], [2.35342, -0.61892, 2.97204], [3.43424, -7.65665, -1.20373], [-3.13290, 1.64938, -3.92603], [4.84085, -7.50940, 1.87168], [-5.21992, 3.61552, -5.72521], [-0.31805, 2.44575, 0.90230], [3.62987, -2.88030, 3.08206], [-4.50162, -4.20060, -3.91017], [-1.28904, -3.20049, -1.09193], [-2.13718, -1.52641, 3.99890], [0.72761, 5.38989, 0.51272], [1.22827, -8.24567, 1.05601], [-2.17070, -5.40716, -0.79144], [2.26075, -8.17971, -1.91767], [1.68028, 7.92492, -2.16922], [2.14514, -2.14605, 3.05580], [3.37819, -6.23533, -0.88255], [4.07906, 5.96458, -6.22409], [-0.52657, 4.65222, -0.00600], [3.75772, -0.45205, 3.58834], [-2.54487, -2.31356, -1.24178], [4.41551, -5.85499, 0.19486], [-4.07871, -2.13602, 5.39875], [-3.93477, 0.02889, 7.97573], [-3.86839, 2.37749, -2.89872], [-5.61429, -5.60990, -2.32727], [-1.64375, 4.36660, -4.77383], [-1.70866, 1.43194, -3.63511], [0.18007, 5.29273, 2.91928], [4.41957, 8.00834, -3.56787], [1.66059, 5.82846, -3.32744], [-1.14409, -2.55900, 4.57660], [0.86442, -7.96111, -1.29424], [4.59056, -1.56482, 2.70498], [1.81576, 2.55938, 4.01552], [-3.38181, -3.30157, -3.34514], [-0.88186, -1.89447, 6.86279], [2.15488, 8.93658, -3.23576], [-5.21078, 2.91704, -3.43572], [0.59242, 4.60482, 4.23770], [-4.93962, -1.63326, 6.57670], [-0.83134, 2.65933, -3.30339], [5.28016, 7.22318, -4.58001], [1.57050, -2.65320, 2.15094], [5.00499, 8.84837, -3.17317], [-3.20365, 2.13628, -4.81315], [0.56930, 6.46866, 0.41388], [-1.20208, 3.23239, -2.44798], [2.22497, 2.66126, 3.00944], [1.56321, 5.13341, -0.15244], [4.73959, 6.40864, -6.97280], [0.14870, 2.27499, -2.99323], [0.12911, -8.30282, -2.03379], [0.69218, 2.40990, 1.30616], [2.46065, -0.31185, 1.96049], [2.23703, -8.64790, 1.13050], [1.28217, 9.21479, -3.84192], [-5.40957, -5.08703, -1.39201], [-4.09705, -3.60313, -1.45766], [1.56872, 4.95508, 4.59183], [5.90602, -7.34193, 1.69438], [1.07884, 4.90289, -3.30706], [-1.28197, 0.94871, -4.52441], [2.48979, 9.84947, -2.73272], [1.68518, 1.48993, 4.21270], [0.03700, 6.36518, 3.10245], [-0.48347, -2.85965, 3.75345], [4.20758, 7.32859, -2.73962], [-1.58469, -2.70128, 7.09134], [-3.30764, 3.23854, -2.52838], [-3.25224, -2.43235, -4.00228], [-1.03815, 2.77775, 1.65620], [-2.55403, -1.92032, 3.06635], [2.26214, -7.77138, -2.93347], [2.80252, 7.81425, -4.79775], [-0.58060, 1.42591, 0.60813], [-2.19103, 4.74015, -3.90314], [-1.36284, -0.91973, 6.92182], [6.22793, 6.96876, -4.09189], [-5.71729, -6.67528, -2.09484], [-0.09269, -1.90737, 7.61948], [4.40143, -4.76486, 0.30749], [-4.06262, 1.71089, -2.04896], [-2.91611, -2.08945, -0.23262], [3.57079, -5.64941, -1.79017], [3.55553, -8.19883, -0.35497], [-1.89529, -6.31762, -0.25224], [3.88572, -3.20719, 4.17626], [-0.86606, -3.51014, -2.05255], [-1.93626, -5.55526, -1.84986], [0.63284, -6.90562, -1.12134], [-0.77421, 5.09272, -0.98018], [2.52185, 2.96165, 4.74605], [1.22947, -7.15258, 1.10395], [2.49333, 7.55700, -1.53584], [-1.56477, -0.62791, 3.73156], [2.61695, 5.63944, -2.83066], [-1.62805, 0.70849, -2.81737], [4.68799, -7.65915, 2.94587], [-5.83410, 2.11720, -3.85163], [-4.26624, -4.41453, -4.95903], [-2.30356, 3.84321, -5.46350], [7.20400, -2.07716, 1.80579], [-0.78489, 4.86991, 2.63105], [5.43258, -6.13562, -0.10192], [4.51901, -8.41927, 1.36319], [-2.85902, -0.51239, 5.60189], [2.41571, -9.26274, -2.01493], [1.54257, 4.16012, 1.90641], [-5.76186, 3.35066, -2.59337], [-2.25111, -1.35714, -1.68623], [-5.56083, -0.77678, 6.29070], [-0.51627, -2.58018, -0.62031], [1.00781, 8.46798, -1.49301], [3.89760, 4.91985, -6.49847], [1.80164, 6.09219, -4.37409], [3.11657, 6.47802, -6.22771], [3.87694, -3.70032, 2.28479], [-6.13462, 3.03028, -5.84712], [-2.46036, -3.88713, -3.37770], [1.57259, -2.20917, 4.10144], [-6.55706, -5.25621, -2.75172], [0.66994, -8.62251, 1.91728], [-1.40950, 4.81636, 0.61937], [-5.31733, 4.53619, -6.31049], [-3.23791, -5.25740, -0.63790], [-0.14406, 4.87347, 5.00366], [6.59144, -3.11503, 3.79931], [2.39956, -5.94274, -0.49566], [-5.61951, -2.44218, 6.86767], [-4.86481, 0.59520, 7.88421], [5.52326, 7.82639, -5.46222], [-1.63021, -3.48105, 4.90989], [-3.48055, -2.96776, 5.77746], [-3.56392, 0.13549, 9.00080], [-4.36910, 3.06074, -6.12314], [-1.23579, 5.22615, -5.31261], [-5.47510, -3.69726, -3.89410], [4.38536, -1.41237, 1.54716], [-3.17988, 0.44538, 7.30738], [-4.73740, -2.52524, 4.61211]]}

[4]
{"formula": "C5H4N2O", "method": "ωB97M-V/def2-TZVPD", "e_tot_ha": -377.54361, "smiles": "CC(C#N)(C#N)C=O", "charge": 0, "max_force_ev_per_a": 12.1, "e_above_lowest_kj_mol": 316.2, "species": ["O", "N", "N", "C", "C", "C", "C", "C", "H", "H", "H", "H"], "xyz": [[-0.25437, 0.59311, 2.17964], [2.13079, -1.41929, -0.09773], [-0.81568, 1.45390, -2.23556], [-1.10199, -1.10625, 0.43842], [0.11600, 0.86735, 0.97225], [-0.59060, 0.57601, -1.40497], [1.11215, -0.69901, -0.38910], [-0.20942, -0.11538, -0.19748], [-0.63231, -1.68635, 1.21203], [0.86980, 1.76739, 0.79352], [-1.36829, -1.76929, -0.32504], [-1.99681, -0.43519, 0.70066]]}